# 1
{
  "formula": "C31H58BCl3FKLi3N2O10S",
  "method": "ωB97M-V/def2-TZVPD",
  "charge": 1,
  "symbols": ["K", "Cl", "Cl", "Cl", "S", "F", "O", "O", "O", "O", "O", "O", "O", "O", "O", "O", "N", "N", "C", "C", "C", "C", "C", "C", "C", "C", "C", "C", "C", "C", "C", "C", "C", "C", "C", "C", "C", "C", "C", "C", "C", "C", "C", "C", "C", "C", "C", "C", "C", "B", "Li", "Li", "Li", "H", "H", "H", "H", "H", "H", "H", "H", "H", "H", "H", "H", "H", "H", "H", "H", "H", "H", "H", "H", "H", "H", "H", "H", "H", "H", "H", "H", "H", "H", "H", "H", "H", "H", "H", "H", "H", "H", "H", "H", "H", "H", "H", "H", "H", "H", "H", "H", "H", "H", "H", "H", "H", "H", "H", "H", "H", "H"],
  "positions_angstrom": [[1.55967, -5.06135, -6.53259], [9.70660, 2.61068, 2.34685], [9.73639, 0.48021, 0.52898], [-0.34681, -5.19439, -5.25939], [0.46633, 4.38651, 2.10866], [-5.32123, 1.66288, -0.96563], [-3.04633, -0.51873, -0.55291], [-6.30838, 3.51648, 1.76867], [-5.92263, -1.78092, 3.90966], [-6.58225, 3.46381, -0.45193], [-3.57788, 0.75806, 2.70727], [-7.79234, 4.90369, 0.79862], [7.68169, 2.58540, 1.74831], [-2.54144, -2.44605, 4.80074], [-1.16378, 0.11248, 0.55098], [-1.38961, 0.23357, 3.38442], [0.23562, -2.09925, -0.14339], [2.87423, -2.85307, -2.61462], [-3.42454, -3.23818, -2.98972], [4.39231, 2.71907, -2.54693], [-6.98041, 4.05094, 0.71816], [-3.87206, -1.53973, -1.08607], [2.13189, -2.31092, -1.66363], [-0.69948, 4.24221, 0.71530], [7.28810, 1.71338, 0.81036], [0.67196, 1.29683, -0.38224], [6.26110, 2.31636, -0.16731], [5.68879, 1.14174, -1.00099], [-0.80638, 0.92429, -0.57484], [0.50479, -4.03273, -1.67128], [0.60857, -2.44227, 1.21815], [-1.64439, 2.19875, -0.55227], [5.42156, 1.56103, -2.44117], [7.05699, 2.55910, 3.03211], [-0.27179, -3.92260, 2.97519], [0.06403, -3.76157, 1.70221], [-1.19142, -2.12704, -0.37023], [3.11716, 2.25336, -3.25872], [1.27297, -4.58940, -2.67155], [1.21507, 2.07103, -1.59709], [-2.01324, -0.97372, 0.28846], [2.42142, -3.99105, -3.14417], [-5.52262, 2.41977, 1.28157], [-2.57564, -1.36321, 1.67352], [-3.64385, -1.75603, -2.58929], [-5.37878, 2.77198, -0.18000], [2.30863, 1.29662, -2.34736], [0.95221, -2.82640, -1.14484], [-1.57523, 2.95820, 0.78739], [-2.46778, -0.08244, 2.62606], [-8.05595, -0.78112, 3.70747], [-2.03191, -5.29927, 2.34009], [-4.35435, -3.63611, 1.28314], [-0.40860, -4.49930, -1.33967], [7.93254, 2.87038, 3.56178], [-2.55451, -3.31874, -3.63481], [4.79782, 0.79165, -0.48037], [-6.92469, -2.16810, 4.02145], [4.82557, 3.50293, -3.16465], [1.21803, 0.35931, -0.29521], [6.39492, 0.31020, -1.00936], [-2.78773, -1.16975, -2.90890], [4.11525, 3.10819, -1.56890], [-4.52931, 3.41774, -0.40914], [6.36896, 1.84786, -2.89136], [-0.84862, 0.40840, -1.53301], [-2.56786, 3.21707, 1.14487], [5.44337, 2.78741, 0.37067], [6.85261, 0.81116, 1.23946], [-5.90478, -0.86681, 3.41974], [-4.07331, 0.55634, 3.50555], [-5.43147, -1.73649, 4.79279], [-3.64172, -1.59592, 1.61085], [1.84385, 0.49457, -2.91520], [-4.25213, -3.55868, -3.61673], [8.18164, 1.36508, 0.13263], [-3.34354, -3.91466, -2.14115], [-0.11869, 4.21323, -0.19882], [-1.34802, 5.10734, 0.77724], [-0.56171, -4.88141, 3.36122], [-1.32842, -2.02019, -1.44434], [5.01807, 0.73891, -3.02993], [-2.07637, -2.23046, 2.09685], [-1.37928, 2.88953, -1.34878], [-1.13722, 2.33540, 1.56065], [6.70565, 3.02338, -0.86214], [2.47425, -1.36721, -1.25625], [-0.28781, -3.11595, 3.69126], [-3.81948, -2.48126, -0.52913], [-4.57681, 2.35383, 1.79915], [-0.81423, -0.52349, 3.52121], [6.21835, 3.24861, 3.05068], [0.77150, 3.10425, 2.34793], [-4.49407, -1.37520, -3.14615], [-0.10157, -4.56926, 0.99488], [0.81495, 1.83021, 0.55217], [2.99773, 0.94070, -1.58543], [2.47045, 3.09728, -3.49133], [3.00104, -4.41765, -3.95257], [-6.07188, 1.48689, 1.42342], [-4.89549, -1.17975, -0.97269], [0.94308, -5.50646, -3.12426], [-2.08585, -1.60384, 4.90535], [1.69117, -2.44585, 1.32470], [0.24025, -1.66774, 1.89013], [3.39244, 1.69617, -4.15153], [1.64722, 3.00534, -1.23717], [6.78289, 1.56633, 3.38020], [-1.67000, -3.08498, -0.10107], [0.44219, 2.30039, -2.32815], [-2.68620, 1.93226, -0.72085]],
  "lowdin_charge": [0.5801, 0.4121, 0.0297, -0.3767, 0.7090, 0.0676, -0.0490, 0.0725, -0.0464, 0.1361, 0.1027, 0.1953, -0.4206, -0.4800, -0.0383, 0.1955, -0.0708, 0.0891, -0.0808, -0.1946, -0.5470, -0.2087, -0.0837, -0.5247, -0.3808, -0.1135, -0.1316, -0.2063, -0.2768, -0.0069, -0.1292, -0.1158, -0.1929, -0.0770, -0.0342, -0.1636, -0.0869, -0.2005, -0.1286, -0.1826, -0.4655, -0.1534, -0.0641, 0.0033, -0.1809, -0.3094, -0.2015, -0.2139, -0.2223, -0.7000, 0.4552, 0.6876, 0.5440, 0.1067, 0.0037, 0.0540, 0.1009, 0.0237, 0.1096, 0.0927, 0.1148, 0.1092, 0.1032, 0.1659, 0.1140, 0.1580, 0.0930, 0.1118, 0.1264, 0.0510, 0.0837, 0.1166, 0.0585, 0.1108, 0.0731, -0.0487, 0.0534, 0.0438, 0.0662, 0.0292, 0.1297, 0.1060, 0.0546, 0.1142, 0.0695, 0.1242, 0.0990, 0.0679, 0.0602, 0.0996, 0.0904, 0.1082, -0.1634, 0.1106, 0.0930, 0.0898, 0.0786, 0.1069, 0.0911, 0.1201, 0.1249, 0.0340, -0.1493, 0.1466, 0.1198, 0.1055, 0.1114, 0.1079, 0.0992, 0.1125, 0.0915]
}


# 2
{
  "formula": "C19H33FIN4O3S3",
  "method": "ωB97M-V/def2-TZVPD",
  "charge": -1,
  "symbols": ["I", "S", "S", "S", "F", "O", "O", "O", "N", "N", "N", "N", "C", "C", "C", "C", "C", "C", "C", "C", "C", "C", "C", "C", "C", "C", "C", "C", "C", "C", "C", "H", "H", "H", "H", "H", "H", "H", "H", "H", "H", "H", "H", "H", "H", "H", "H", "H", "H", "H", "H", "H", "H", "H", "H", "H", "H", "H", "H", "H", "H", "H", "H", "H"],
  "positions_angstrom": [[-0.32245, 2.95152, -2.48829], [2.52136, -0.27057, 5.11706], [1.26770, 1.92540, 3.43798], [3.52942, 3.85747, -1.75988], [3.99334, 5.35776, -1.09402], [-1.40044, -1.15123, -1.38752], [3.10248, 4.16210, -3.16798], [4.77815, 3.00094, -1.67512], [5.56063, 0.21757, 1.25084], [2.24927, 3.31220, -0.75864], [3.52698, 0.17612, 2.65256], [-2.30983, -1.88445, -0.64192], [-3.02995, -2.91478, -1.40875], [1.93339, 3.99950, 1.64541], [-3.75728, 0.14209, -0.13693], [2.23302, 1.21673, -2.33693], [-2.84946, -2.88039, -2.94295], [-2.45675, -4.25706, -0.90904], [-1.93696, -0.59831, 1.40637], [-3.94840, -2.01476, 1.16181], [-2.98656, -1.08788, 0.38458], [1.43180, 2.22419, -1.38075], [-4.55537, -2.87854, -1.16228], [1.26065, -0.05716, -2.68010], [4.73176, 0.86363, 2.22933], [3.55469, -1.05449, 1.86673], [2.69251, 2.99032, 0.63557], [2.50990, 0.57545, 3.64733], [-4.97501, -2.74229, 0.29779], [2.25543, 3.48240, 3.15630], [4.83969, -1.02803, 1.00869], [2.00272, 4.28376, 3.94212], [-1.80087, -2.97024, -3.23673], [3.38336, 3.25079, 3.22225], [-2.59940, -4.38797, 0.16653], [2.27255, 5.09581, 1.52207], [5.03325, 1.88007, 2.65544], [-3.25098, -1.95781, -3.37304], [-1.26252, 0.14874, 0.97678], [1.92911, -0.97156, -2.87095], [-3.09458, 0.84959, -0.64293], [-5.02814, -3.77780, -1.58020], [2.53640, 1.64768, -3.34822], [0.62408, -0.30484, -1.75269], [0.58449, 0.13925, -3.58248], [-5.16076, -3.73340, 0.72577], [2.58193, 1.88968, 0.91156], [3.81205, 3.28047, 0.70141], [0.99704, 1.58368, -0.52195], [-2.93661, -5.10863, -1.40948], [-4.47363, -1.45538, 1.94536], [3.12329, 0.78663, -1.76444], [-4.22435, 0.68362, 0.69544], [-1.32873, -1.43146, 1.77346], [-4.99125, -2.04370, -1.72212], [-3.35953, -2.77004, 1.69557], [-1.38363, -4.32367, -1.10718], [5.26232, -1.80022, 0.27593], [-2.42146, -0.13656, 2.27522], [-3.37974, -3.71765, -3.41291], [-4.55535, -0.11858, -0.83690], [2.80355, -1.90843, 1.85092], [-5.93553, -2.21590, 0.33936], [0.79724, 3.97861, 1.51977]],
  "lowdin_charge": [0.7979, 0.6323, 0.8200, 0.7894, -0.2311, -0.2929, -0.3154, -0.3123, 0.0171, -0.2771, -0.1805, -0.2116, -0.5108, -0.2157, -0.0387, -0.2995, -0.0633, -0.0521, -0.0586, -0.1602, -0.5243, -0.7096, -0.1641, -0.1517, -0.1660, -0.0453, -0.2218, -0.9859, -0.1973, -0.4516, -0.1143, 0.0877, 0.0699, 0.0726, 0.0645, 0.1219, 0.1190, 0.0741, 0.0582, 0.0753, 0.0599, 0.1071, 0.1004, 0.0479, 0.0577, 0.0981, 0.1078, 0.1216, 0.1108, 0.0672, 0.1069, 0.1086, 0.0709, 0.0764, 0.0983, 0.1025, 0.0785, 0.0978, 0.0700, 0.0695, 0.0665, 0.1178, 0.0992, 0.1103]
}


# 3
{
  "formula": "C22H32BCl3N12OSiTi",
  "method": "ωB97M-V/def2-TZVPD",
  "s_squared": 3.76,
  "multiplicity": 4,
  "de_lowest_ev": 0.986,
  "charge": 1,
  "symbols": ["Ti", "Cl", "Cl", "Cl", "Si", "O", "N", "N", "N", "N", "N", "N", "N", "N", "N", "N", "N", "N", "C", "C", "C", "C", "C", "C", "C", "C", "C", "C", "C", "C", "C", "C", "C", "C", "C", "C", "C", "C", "C", "C", "B", "H", "H", "H", "H", "H", "H", "H", "H", "H", "H", "H", "H", "H", "H", "H", "H", "H", "H", "H", "H", "H", "H", "H", "H", "H", "H", "H", "H", "H", "H", "H", "H"],
  "positions_angstrom": [[-0.18448, -0.09690, -0.19255], [-0.62618, -4.22240, -2.01325], [-0.19168, -1.33720, -3.57725], [-2.95548, -1.90250, -1.84105], [-0.92868, -2.19890, -1.87435], [1.20572, -0.68160, 1.27025], [-0.41528, 1.51950, 0.99635], [-4.20018, 1.29040, 1.25795], [-4.51578, 2.19240, 2.19595], [1.47612, 0.21720, -1.30875], [-1.65708, 1.68210, 1.49045], [3.11442, -0.82450, -2.65015], [-2.57758, -0.58300, 1.20775], [-1.51478, 0.85190, -1.32115], [2.77912, -0.17470, 2.84245], [-1.40428, -1.16890, 0.94455], [-2.65218, 1.14930, -0.67225], [1.82842, -2.02360, -1.08325], [3.92782, 0.59870, 3.24375], [-1.65598, 2.62570, 2.44865], [2.05762, -0.86520, 3.88675], [2.16242, -0.82630, -1.69115], [-1.55278, 1.47360, -2.50025], [2.30592, 1.38580, -3.29095], [3.84412, -2.01250, -3.05395], [3.46642, 0.40320, -3.33815], [3.09062, -3.27870, -2.67945], [-6.40498, 1.32660, 1.35135], [-1.40618, -2.36480, 1.53715], [-5.82908, 2.22590, 2.26325], [1.85082, 1.51640, -1.83875], [-2.74008, 2.19500, -2.61485], [-5.33138, 0.74670, 0.72985], [-0.36698, 3.09850, 2.57305], [0.37362, 2.37760, 1.63725], [2.70082, -3.17350, -1.21475], [-3.32438, -1.38910, 1.98885], [2.25752, -0.10510, 1.61475], [-3.40668, 1.96940, -1.43195], [-2.61058, -2.54680, 2.21395], [-2.81298, 0.89840, 0.84765], [4.44692, 0.99040, 2.37065], [-0.56608, -3.03590, 1.46715], [-4.34518, 2.35930, -1.09365], [-7.44538, 1.13840, 1.18515], [-6.32228, 2.88050, 2.95095], [3.71962, -4.14930, -2.84935], [3.98512, -1.96390, -4.13675], [1.48072, 1.00590, -3.89785], [4.83732, -2.01170, -2.58515], [-5.28938, -0.00060, -0.03755], [1.24902, -0.24280, 4.27455], [3.70812, 0.16640, -4.37775], [-2.56348, 2.90080, 2.95055], [-4.29028, -1.10120, 2.34955], [2.67312, 1.93720, -1.23805], [4.36032, 0.84270, -2.87535], [-2.91528, -3.40230, 2.77955], [1.41532, 2.48190, 1.39605], [1.63262, -1.78680, 3.48995], [3.62972, 1.43480, 3.88235], [-0.01168, 3.86530, 3.23055], [0.99382, 2.19150, -1.74425], [2.74632, -1.10180, 4.69355], [1.47392, -1.84970, -0.13995], [2.15272, -4.05930, -0.89075], [2.18542, -3.37440, -3.28105], [-0.76208, 1.38560, -3.22265], [3.59552, -3.05400, -0.58685], [2.86962, 0.46640, 0.90085], [-3.05458, 2.80560, -3.43375], [2.62052, 2.34800, -3.69065], [4.61412, -0.03520, 3.80625]],
  "lowdin_charge": [0.6091, 0.3092, 0.4026, 0.3644, -0.5095, -0.1363, -0.0450, -0.0235, 0.0733, -0.0773, 0.0505, -0.0259, 0.0283, -0.1153, -0.1642, -0.1246, 0.0206, 0.0023, -0.0319, -0.0329, -0.0095, -0.4321, -0.1396, -0.1458, -0.1371, -0.1356, -0.1457, -0.0479, -0.1272, -0.1347, -0.1954, -0.0149, -0.1045, -0.0328, -0.1168, -0.1807, -0.0287, -0.2631, -0.0296, -0.0222, -0.6784, 0.0940, 0.1169, 0.1293, 0.0961, 0.1033, 0.1256, 0.1290, 0.0887, 0.1342, 0.1250, 0.1086, 0.1293, 0.1030, 0.1287, 0.1225, 0.1353, 0.1033, 0.1084, 0.0957, 0.1041, 0.0978, 0.1070, 0.0966, 0.0754, 0.1058, 0.0987, 0.0822, 0.1316, 0.1460, 0.1033, 0.1244, 0.0986]
}


| no. | E_tot (eV) |
| --- | --- |
| 1 | -125262.3947 |
| 2 | -75657.9953 |
| 3 | -112500.9270 |